1.
Entry from OMol25: the molecule C5H7NO in a non-equilibrium geometry (ωB97M-V/def2-TZVPD).

Positions of all 14 atoms, in Å:
O -0.336192 -1.309576 -1.613704
N 0.478204 0.072348 0.029807
C -0.572791 -0.600262 -0.484555
C 0.078558 0.689875 1.211776
C -1.204656 0.331517 1.440001
C 1.753987 0.219876 -0.624872
C -1.694848 -0.431718 0.325309
H 0.728233 1.385507 1.716102
H -1.864720 0.620855 2.245705
H 2.359558 0.907695 -0.032984
H -2.493102 0.225521 0.005349
H 2.256102 -0.745567 -0.704760
H 1.614401 0.636156 -1.627932
H -1.091545 -1.891094 -1.769394

Atoms 1-6, force components in eV/Å:
O -0.4 0.2 -0.1
N -0.1 -0.1 0.0
C 0.1 0.4 0.2
C 0.2 -0.1 0.3
C 0.2 0.3 0.2
C 0.2 0.0 0.0

* LUMO: 0.78 eV
* orbital gap: 8.5 eV
* structure (SMILES): Cn1cccc1O
* HOMO level: -7.70 eV
* relative energy (zero: lowest compared OMol25 entry of this formula, charge and spin): 1.941 eV

=====

2.
Entry from OMol25: C10H24BN2O5SSiTm as an isolated structure in a non-equilibrium geometry (ωB97M-V/def2-TZVPD).

Positions of all 45 atoms, in Å:
Tm -0.796049 0.750341 0.307221
S -3.566614 0.412665 0.864052
Si -2.103301 -2.563364 -0.986379
O -0.220525 4.179126 -1.348757
O -0.975412 3.039346 0.402894
O 0.825870 0.747747 1.662042
O -1.591286 -1.353163 -0.089916
O -3.157479 1.053550 -0.431493
N 0.726422 -0.285016 -1.322313
N -2.607717 0.574066 1.963804
C 2.156844 2.711779 1.946340
C -0.559871 5.367610 -0.630302
C -1.482283 -4.231220 -0.330747
C 2.257330 0.796327 3.551445
C 1.452537 -1.127838 -1.632196
C -1.616591 -2.457449 -2.813568
C 2.070645 1.185523 2.078846
C -0.520172 2.970595 -0.760106
C 3.156224 0.538296 1.213419
C -4.007325 -2.693431 -1.003416
B 2.474117 -2.287092 -2.056727
H 2.209540 -0.288870 3.652752
H -4.302985 -3.534240 -1.640862
H -2.084641 -1.578789 -3.264439
H -4.455175 -1.780717 -1.400917
H 0.293497 5.686911 -0.026545
H 1.448017 1.224980 4.144609
H 3.118530 3.094049 2.310692
H 3.021374 0.822928 0.169591
H -4.418520 -2.856155 -0.004924
H -1.886799 -5.074571 -0.899005
H -0.783185 6.122819 -1.384203
H 3.077971 -0.548535 1.260477
H 4.164708 0.831921 1.529995
H 3.214754 1.143753 3.957241
H -0.539703 -2.367675 -2.938125
H -1.950373 -3.346479 -3.359734
H -1.413014 5.201137 0.025425
H 1.352043 3.186781 2.510642
H 3.260669 -1.807856 -2.855268
H 3.041495 -2.653749 -1.046013
H 1.837135 -3.192836 -2.556977
H 2.045378 3.009763 0.901673
H -0.393038 -4.272638 -0.385744
H -1.773042 -4.350325 0.715518

Atoms 1-6, force components in eV/Å:
Tm 0.8 -1.3 -0.3
S -0.5 0.5 0.2
Si 0.0 0.1 0.0
O -0.2 -0.2 -0.1
O 0.0 0.4 -0.2
O -0.3 0.1 -0.3

* total charge: -2
* multiplicity: 3
* LUMO (alpha / beta): 4.94 / 4.94 eV
* orbital gap (alpha / beta): 7.6 / 7.6 eV
* HOMO level (alpha / beta): -2.71 / -2.71 eV
* relative energy (zero: lowest compared OMol25 entry of this formula, charge and spin): 0.000 eV

=====

> The lowest relative energy (zero: lowest compared OMol25 entry of this formula, charge and spin) belongs to which entry?

C10H24BN2O5SSiTm